Entry from the Open Molecules 2025 dataset: C3H2O4V as an isolated structure in a non-equilibrium geometry (wB97M-V/def2-TZVPD).

Structure (XYZ):
```
10
Properties=species:S:1:pos:R:3:forces:R:3
O 1.5581 0.4475 0.1776 1.52 -0.57 -0.49
C 2.4767 -0.2309 -0.0935 0.88 0.42 -0.15
O 3.4577 -0.7733 -0.3454 -0.73 -0.06 0.14
O -1.9679 1.4875 -0.1005 0.64 0.47 0.05
C -2.8896 0.6173 -0.2739 -1.00 -0.70 -0.25
C -2.4346 -0.8061 0.0585 -1.40 -0.01 -0.57
O -1.1370 -0.9825 0.5262 0.65 -0.54 0.40
V -0.3618 0.6704 0.5686 -1.03 0.71 0.79
H -2.6283 -1.3834 -0.8740 0.10 0.18 0.31
H -3.1943 -1.1776 0.7830 0.35 0.10 -0.21
```
Forces are in eV/Å.

Results
<S²>: 3.76
2S+1: 4
DFT total energy: -1360.366174 a.u.